Density functional theory data (wB97M-V/def2-TZVPD) for an isolated molecule of C14H21N3O2S.

## Properties
multiplicity: 1
HOMO level: -0.2846 hartree
energy relative to the best compared isomer or geometry (same formula, charge and spin): 0.0 kcal/mol
structure (SMILES): CC[C@H](C)NCC(=O)Nc1sc2c(c1C(N)=O)CCC2
orbital gap: 8.511 eV
LUMO energy: 0.8 eV

CARTESIAN COORDINATES (ANGSTROEM)
1 C -3.39 -1.49 1.09
2 C -4.09 -0.14 1.11
3 C -4.04 0.60 -0.24
4 C -4.61 -0.25 -1.37
5 N -2.66 0.95 -0.55
6 C -2.18 2.18 0.05
7 C -0.66 2.21 0.06
8 O 0.00 3.23 0.14
9 N -0.10 0.99 0.00
10 C 1.26 0.80 0.02
11 S 2.32 2.16 0.11
12 C 3.67 1.07 0.06
13 C 3.31 -0.23 -0.01
14 C 1.90 -0.42 -0.03
15 C 1.12 -1.66 -0.09
16 N 1.81 -2.82 -0.03
17 O -0.11 -1.67 -0.19
18 C 4.52 -1.11 -0.05
19 C 5.67 -0.11 -0.29
20 C 5.14 1.28 0.11
21 H -3.95 -2.22 0.51
22 H -3.30 -1.88 2.10
23 H -2.39 -1.40 0.66
24 H -3.63 0.49 1.87
25 H -5.14 -0.28 1.39
26 H -4.66 1.51 -0.15
27 H -5.59 -0.63 -1.11
28 H -4.70 0.34 -2.28
29 H -3.95 -1.09 -1.58
30 H -2.52 0.98 -1.55
31 H -2.50 2.21 1.10
32 H -2.55 3.10 -0.43
33 H -0.67 0.14 -0.08
34 H 2.81 -2.83 0.11
35 H 1.30 -3.68 -0.04
36 H 4.49 -1.86 -0.84
37 H 4.65 -1.63 0.91
38 H 6.57 -0.38 0.27
39 H 5.92 -0.10 -1.35
40 H 5.48 2.07 -0.56
41 H 5.45 1.56 1.13

Mulliken population analysis, charges in e, atoms 1 to 8: atom 1 (C): -0.9817, atom 2 (C): -0.5265, atom 3 (C): 0.2913, atom 4 (C): -1.7846, atom 5 (N): -0.1135, atom 6 (C): -0.5553, atom 7 (C): 0.4298, atom 8 (O): -0.6829